C24H34AsCsF6N5OP2Se | the ωB97M-V functional and the def2-TZVPD basis

Computed properties:
Expectation value of S² = 0.755
E_HOMO (spin up / spin down) = -7.1239 / -7.0223 eV
Frontier orbital gap (spin up / spin down) = 5.18 / 4.15 eV
E_tot = -196551.599 eV
Energy above the lowest of the compared OMol25 structures with the same formula, charge and spin = 32.1 kcal/mol
LUMO energy (spin up / spin down) = -1.9484 / -2.8687 eV

ORCA input file:
```
! RIJCOSX wB97M-V def2-TZVPD def2/J DEFGRID3
* xyz 0 2
Cs 3.0048 -0.0385 -0.5111
C -0.9893 -3.1356 0.3425
P -1.2478 -1.5692 -0.5978
C -2.5987 -0.5765 0.0434
N -3.7927 -1.1779 0.2289
C -4.8403 -0.3168 0.5399
C -6.1844 -0.7317 0.6542
C -7.1953 0.1597 0.7581
C -6.9294 1.5775 0.8052
C -5.6283 2.0444 0.7257
C -4.5657 1.1107 0.6804
N -3.2631 1.6405 0.7496
C -2.2741 0.8050 0.4722
P -0.5672 1.3444 0.5806
C -0.8016 3.0870 0.0427
C -0.2425 1.3014 2.4476
C -0.5731 -0.0581 3.1374
C -1.0240 2.4211 3.0732
C 1.2421 1.6008 2.6266
C -1.9807 -2.0848 -2.2134
C -3.0356 -3.2191 -1.9945
C -0.8966 -2.5945 -3.1873
C -2.5478 -0.8218 -2.9139
H -1.8352 -3.2837 1.0656
H -0.0034 -3.0580 0.8404
H -0.9655 -4.0148 -0.3465
H -6.2969 -1.8265 0.7236
H -8.2466 -0.1747 0.9115
H -7.7558 2.2161 1.1581
H -5.4054 3.1237 0.7513
H -1.8009 3.5366 0.0739
H -0.4864 3.0403 -0.9842
H -0.1036 3.8226 0.5473
H -1.6562 -0.3454 3.0818
H -0.2958 -0.0212 4.2515
H 0.0541 -0.8977 2.6864
H -2.0313 2.2347 2.9475
H -0.8509 3.3834 2.6395
H -0.8715 2.4012 4.1900
H 1.8483 0.7063 2.4960
H 1.3743 1.7871 3.7179
H 1.6779 2.4334 2.0380
H -2.5829 -4.2253 -1.9145
H -3.6846 -3.2606 -2.8550
H -3.6721 -2.9957 -1.0908
H -0.7354 -3.6929 -3.1269
H 0.0936 -2.1670 -2.9139
H -1.1700 -2.4031 -4.2361
H -3.4083 -0.2798 -2.4378
H -2.7783 -1.0967 -3.9907
H -1.7010 -0.0624 -3.0711
C 2.5455 -3.1828 1.5556
O 2.2690 -2.0525 0.6924
H 2.8195 -4.1170 1.1023
H 1.7658 -3.3437 2.3062
H 3.5317 -2.8839 2.0641
Se 6.2806 2.6272 -2.2231
N 7.9366 2.3121 -1.3250
C 7.8123 1.3816 -0.4167
C 8.7051 1.1461 0.6681
C 8.2452 0.3563 1.6720
C 6.9945 -0.3665 1.4993
N 6.1106 -0.1553 0.5438
C 6.4523 0.7180 -0.4340
N 5.6572 1.1417 -1.4325
H 9.6487 1.6878 0.7697
H 8.5789 0.2270 2.6792
H 6.6258 -1.0006 2.3607
F 1.5051 2.7103 -4.8714
As 1.1970 1.4380 -3.7275
F 1.0024 2.5397 -2.3909
F 2.9140 1.2725 -3.2370
F 0.7266 0.1409 -2.5115
F 1.4033 0.2111 -4.8993
F -0.5068 1.5440 -4.0877
*
```


C24H34AuN4OP2 | the ωB97M-V functional and the def2-TZVPD basis

Computed properties:
E_HOMO = -10.1208 eV
Frontier orbital gap = 6.66 eV
E_tot = -55711.343 eV
Energy above the lowest of the compared OMol25 structures with the same formula, charge and spin = 11.7 kcal/mol
LUMO energy = -3.4566 eV

ORCA input file:
```
! RIJCOSX wB97M-V def2-TZVPD def2/J DEFGRID3
* xyz 1 1
Au -0.6854 0.6975 0.9222
C -2.0402 -2.8374 0.4775
P -1.3640 -1.3107 -0.1930
C 0.1349 -1.8681 -1.1367
N -0.0627 -2.8571 -1.9674
C 1.0235 -3.2273 -2.7673
C 0.9301 -4.3427 -3.6694
C 1.9998 -4.6464 -4.4391
C 3.2860 -4.2207 -4.1315
C 3.4787 -3.1830 -3.2844
C 2.3067 -2.6436 -2.6459
N 2.4962 -1.7256 -1.6853
C 1.3994 -1.2686 -1.0451
P 1.5217 0.0840 0.1354
C 2.5075 1.3698 -0.8549
C 2.7643 -0.2498 1.4928
C 2.1465 -1.4868 2.2358
C 4.1470 -0.3284 0.8690
C 2.8385 0.8844 2.5141
C -2.5140 -0.8295 -1.5761
C -3.7148 -0.0277 -1.0671
C -1.6889 0.0642 -2.4683
C -3.0858 -1.9526 -2.3711
H -2.3018 -3.5214 -0.3598
H -2.9589 -2.7301 1.0552
H -1.3349 -3.4792 1.1153
H -0.0771 -4.7872 -3.9209
H 1.8063 -5.3997 -5.2676
H 4.1314 -4.7969 -4.4538
H 4.5377 -2.7149 -3.2189
H 3.1536 0.8512 -1.5675
H 3.0798 1.9280 -0.1051
H 1.7179 2.0085 -1.3867
H 2.1700 -2.3637 1.6118
H 1.0187 -1.2792 2.4401
H 2.6976 -1.7440 3.1802
H 4.1486 -1.0569 0.0667
H 4.9163 -0.5896 1.7108
H 4.3605 0.6554 0.5024
H 1.8564 1.2201 2.9090
H 3.3034 1.8407 2.2730
H 3.4295 0.5655 3.4238
H -3.3203 0.7934 -0.3887
H -4.5322 -0.6217 -0.6071
H -4.1577 0.4121 -2.0189
H -1.3174 0.8607 -1.8717
H -2.4225 0.4581 -3.1928
H -0.9390 -0.3861 -3.1310
H -3.7482 -2.5200 -1.7346
H -2.4239 -2.7307 -2.7610
H -3.6584 -1.4132 -3.2322
N -2.3569 6.8170 3.7497
C -2.8643 5.5670 4.0156
O -3.7173 5.2294 4.8792
C -2.2728 4.4850 3.2421
C -2.1301 3.2621 3.8934
C -1.6259 2.2209 3.2218
N -1.2628 2.3253 1.9016
C -1.4302 3.5932 1.2253
C -1.9199 4.6775 1.9303
H -2.6661 7.5109 4.3844
H -1.8082 7.0953 2.9207
H -2.4443 3.1354 4.9225
H -1.3889 1.2558 3.6978
H -1.0045 3.6507 0.1964
H -2.0680 5.6213 1.4053
*
```


C24H34BF4GeN5Rb | the ωB97M-V functional and the def2-TZVPD basis

Computed properties:
E_HOMO = -10.9293 eV
Frontier orbital gap = 8.82 eV
E_tot = -101611.320 eV
Energy above the lowest of the compared OMol25 structures with the same formula, charge and spin = 19.2 kcal/mol
LUMO energy = -2.1092 eV

ORCA input file:
```
! RIJCOSX wB97M-V def2-TZVPD def2/J DEFGRID3
* xyz 1 1
Rb -0.1401 -1.0881 -0.0551
C 0.7715 -1.7873 -3.7743
N 1.3994 -1.6852 -2.4712
C 2.5881 -2.4925 -2.2695
C 3.0093 -2.3402 -0.8399
N 2.5479 -1.4205 -0.0371
C 3.1300 -1.6691 1.1953
C 2.9678 -1.0119 2.4125
C 3.6720 -1.4973 3.4965
C 4.5210 -2.6058 3.3848
C 4.6921 -3.2700 2.1854
C 3.9831 -2.7813 1.0962
N 3.8813 -3.1856 -0.2219
C -0.4863 -0.9739 -3.7379
N -0.7896 -0.1474 -2.7755
C -2.0441 0.3527 -3.0915
C -2.8451 1.2622 -2.4071
C -4.0835 1.5528 -2.9445
C -4.5234 0.9608 -4.1353
C -3.7336 0.0712 -4.8380
C -2.4863 -0.2145 -4.2984
N -1.4605 -1.0550 -4.6882
H 0.5204 -2.8334 -3.9701
H 1.4158 -1.4409 -4.5966
H 1.6380 -0.7117 -2.3069
H 3.4204 -2.2168 -2.9351
H 2.3447 -3.5407 -2.4639
H 2.3145 -0.1523 2.4941
H 3.5729 -1.0129 4.4590
H 5.0555 -2.9495 4.2599
H 5.3469 -4.1275 2.1019
H 4.3652 -3.9599 -0.6424
H -2.4977 1.7183 -1.4890
H -4.7354 2.2543 -2.4409
H -5.5071 1.2052 -4.5125
H -4.0729 -0.3794 -5.7614
H -1.4396 -1.6133 -5.5237
F -0.8660 0.5941 1.6811
B -1.7198 -0.4823 2.0784
F -0.9583 -1.4572 2.6611
F -2.4054 -0.9474 0.9828
F -2.6300 0.0928 3.0495
C 2.2032 3.9585 4.8190
C 1.3328 3.1960 5.8144
C -0.1306 3.0754 5.3843
C -0.3277 2.0264 4.2844
Ge -2.1699 2.1017 3.5908
C -2.6128 3.0696 1.9286
C -2.6743 4.5806 2.1643
C -3.5630 4.9697 3.3444
C -3.6839 6.4812 3.4988
H 3.1905 4.1378 5.2433
H 1.7617 4.9290 4.5847
H 2.3414 3.4102 3.8854
H 1.3582 3.7221 6.7703
H 1.7447 2.1965 5.9771
H -0.4791 4.0565 5.0419
H -0.7308 2.7991 6.2545
H -0.1358 1.0230 4.6680
H 0.3312 2.2020 3.4336
H -3.3105 1.8814 4.5916
H -3.5727 2.6842 1.5801
H -1.8520 2.8179 1.1923
H -3.0500 5.0574 1.2558
H -1.6648 4.9656 2.3345
H -3.1372 4.5470 4.2677
H -4.5549 4.5282 3.2145
H -2.7053 6.9296 3.6738
H -4.3358 6.7394 4.3320
H -4.1050 6.9157 2.5916
*
```


Repeat the second record exactly.
C24H34AuN4OP2 | the ωB97M-V functional and the def2-TZVPD basis

Computed properties:
E_HOMO = -10.1208 eV
Frontier orbital gap = 6.66 eV
E_tot = -55711.343 eV
Energy above the lowest of the compared OMol25 structures with the same formula, charge and spin = 11.7 kcal/mol
LUMO energy = -3.4566 eV

ORCA input file:
```
! RIJCOSX wB97M-V def2-TZVPD def2/J DEFGRID3
* xyz 1 1
Au -0.6854 0.6975 0.9222
C -2.0402 -2.8374 0.4775
P -1.3640 -1.3107 -0.1930
C 0.1349 -1.8681 -1.1367
N -0.0627 -2.8571 -1.9674
C 1.0235 -3.2273 -2.7673
C 0.9301 -4.3427 -3.6694
C 1.9998 -4.6464 -4.4391
C 3.2860 -4.2207 -4.1315
C 3.4787 -3.1830 -3.2844
C 2.3067 -2.6436 -2.6459
N 2.4962 -1.7256 -1.6853
C 1.3994 -1.2686 -1.0451
P 1.5217 0.0840 0.1354
C 2.5075 1.3698 -0.8549
C 2.7643 -0.2498 1.4928
C 2.1465 -1.4868 2.2358
C 4.1470 -0.3284 0.8690
C 2.8385 0.8844 2.5141
C -2.5140 -0.8295 -1.5761
C -3.7148 -0.0277 -1.0671
C -1.6889 0.0642 -2.4683
C -3.0858 -1.9526 -2.3711
H -2.3018 -3.5214 -0.3598
H -2.9589 -2.7301 1.0552
H -1.3349 -3.4792 1.1153
H -0.0771 -4.7872 -3.9209
H 1.8063 -5.3997 -5.2676
H 4.1314 -4.7969 -4.4538
H 4.5377 -2.7149 -3.2189
H 3.1536 0.8512 -1.5675
H 3.0798 1.9280 -0.1051
H 1.7179 2.0085 -1.3867
H 2.1700 -2.3637 1.6118
H 1.0187 -1.2792 2.4401
H 2.6976 -1.7440 3.1802
H 4.1486 -1.0569 0.0667
H 4.9163 -0.5896 1.7108
H 4.3605 0.6554 0.5024
H 1.8564 1.2201 2.9090
H 3.3034 1.8407 2.2730
H 3.4295 0.5655 3.4238
H -3.3203 0.7934 -0.3887
H -4.5322 -0.6217 -0.6071
H -4.1577 0.4121 -2.0189
H -1.3174 0.8607 -1.8717
H -2.4225 0.4581 -3.1928
H -0.9390 -0.3861 -3.1310
H -3.7482 -2.5200 -1.7346
H -2.4239 -2.7307 -2.7610
H -3.6584 -1.4132 -3.2322
N -2.3569 6.8170 3.7497
C -2.8643 5.5670 4.0156
O -3.7173 5.2294 4.8792
C -2.2728 4.4850 3.2421
C -2.1301 3.2621 3.8934
C -1.6259 2.2209 3.2218
N -1.2628 2.3253 1.9016
C -1.4302 3.5932 1.2253
C -1.9199 4.6775 1.9303
H -2.6661 7.5109 4.3844
H -1.8082 7.0953 2.9207
H -2.4443 3.1354 4.9225
H -1.3889 1.2558 3.6978
H -1.0045 3.6507 0.1964
H -2.0680 5.6213 1.4053
*
```


Question: The highest E_tot belongs to which entry?
Answer: C24H34AuN4OP2